12
Properties=species:S:1:pos:R:3:lowdin_charge:R:1 method="wB97M-V/def2-TZVPD" smiles="O/N=C(/CCl)NO" homo_lumo_gap_ev=10.00 de_lowest_ev=0.877 e_tot_ev=-21749.2967 fmax_ev_per_a=2.16 molar_mass_g_mol=124.53
C 0.30999 0.45201 0.02184 -0.443
C -0.59769 0.69185 1.16772 -0.507
H 0.40783 -1.44919 -1.56774 0.098
H 0.74529 -1.42721 0.69632 0.103
H -1.14902 1.59523 0.99965 0.066
H -0.00423 0.68983 2.16630 0.117
H 1.72233 0.39864 -1.81681 0.068
N 1.10057 -0.72894 0.06058 -0.006
N 0.36957 1.38036 -0.87235 0.041
O 1.28043 -1.33705 -1.20879 -0.045
O 1.27883 1.26430 -1.89446 -0.035
Cl -1.80947 -0.62638 1.34667 0.543

=====

14
Properties=species:S:1:pos:R:3:lowdin_charge:R:1 method="wB97M-V/def2-TZVPD" homo_lumo_gap_ev=8.86 de_lowest_ev=0.825 e_tot_ev=-34630.6327 fmax_ev_per_a=3.87 molar_mass_g_mol=172.59
C 1.17535 0.19778 0.11176 -0.297
C 2.67074 -0.03910 0.40096 -0.585
N 0.37315 -0.72458 -0.19034 -0.147
N -2.89166 2.12989 0.38558 0.031
O -2.03308 -0.63193 0.53288 -0.478
O -1.41126 -2.03880 -1.45410 -0.334
O -2.18610 2.10444 -0.61617 -0.131
S -1.29596 -0.60398 -0.72921 0.857
Cl 3.69409 1.11363 -0.46326 0.569
H 0.58325 1.20541 0.32649 0.149
H 2.78911 -1.05454 0.01222 0.075
H 2.73321 -0.01961 1.49273 0.083
H -2.78067 1.23092 0.98881 0.058
H -1.42018 -2.86954 -0.79834 0.149

=====

11
Properties=species:S:1:pos:R:3:lowdin_charge:R:1 method="wB97M-V/def2-TZVPD" homo_lumo_gap_ev=10.81 de_lowest_ev=0.000 e_tot_ev=-20255.1484 charge=+1 fmax_ev_per_a=3.43 molar_mass_g_mol=110.52
C -1.38274 -2.64377 -0.86325 -0.703
C 0.87379 0.79251 0.50390 -0.198
N 0.48267 0.77766 -0.68699 0.253
O -1.71597 -1.53332 -0.47016 -0.049
O 0.37244 0.03170 1.43457 0.165
Cl 0.20119 -2.99203 -1.28529 0.741
H 1.68493 1.48624 0.62645 0.170
H 1.04037 1.47085 -1.22621 0.184
H 0.80644 0.11884 2.33749 0.197
H -0.34414 0.19152 -0.96038 0.153
H -2.03879 -3.48933 -0.93661 0.087

=====

11
Properties=species:S:1:pos:R:3:lowdin_charge:R:1 method="wB97M-V/def2-TZVPD" homo_lumo_gap_ev=10.18 de_lowest_ev=1.927 e_tot_ev=-20253.2212 charge=+1 fmax_ev_per_a=4.93 molar_mass_g_mol=110.52
C -0.65037 1.75131 -1.32695 -0.749
C 0.53654 0.71764 0.06126 -0.215
N 1.21992 -0.29815 -0.84316 0.199
O -0.62838 1.25133 -2.41069 0.050
O -0.35799 -0.01997 0.82407 0.000
Cl -1.27942 3.09739 -0.65192 0.889
H 1.01057 1.59406 0.46217 0.127
H 2.25122 -0.00862 -0.91595 0.205
H 0.72939 -0.08400 -1.85437 0.204
H 1.03344 -1.21598 -0.47948 0.153
H -0.26499 0.02033 1.79046 0.136